--- A ---
# C6H9N4

The ion C6H9N4 with charge +1 (ωB97M-V/def2-TZVPD, the OMol25 dataset).

The geometry in XYZ format:
```
19
Properties=species:S:1:pos:R:3:nbo_charge:R:1
C 3.15672 0.39117 0.21861 -0.653
C 1.78813 -0.05911 0.00876 0.229
C 1.22385 -1.40959 -0.05089 -0.360
C -0.11470 -1.24439 -0.11566 0.269
N -1.38164 -1.81548 -0.10208 -0.496
C -2.28460 -0.74680 -0.02901 0.271
N -1.61099 0.38363 0.08594 -0.096
C -2.05623 1.75339 0.01739 -0.434
N -0.30095 0.12935 0.01964 0.020
N 0.77252 0.88670 0.01340 -0.271
H 3.70291 -0.53675 -0.02293 0.233
H 3.39830 1.17525 -0.54063 0.253
H 3.32256 0.77524 1.16792 0.250
H 1.89839 -2.28939 -0.26808 0.271
H -1.50580 -2.79261 -0.24310 0.467
H -3.41490 -0.73512 -0.09879 0.280
H -3.03236 1.80524 -0.48691 0.243
H -1.26665 2.19244 -0.60721 0.269
H -2.29455 2.13683 1.03364 0.258
```

Values from the calculation:
Charge   +1
Orbital gap   9.17 eV
SMILES string   Cc1cc2[nH]c[n+](C)n2n1
HOMO level   -13.0844 eV

--- B ---
# C6H9N4

The ion C6H9N4 with charge +1 (ωB97M-V/def2-TZVPD, the OMol25 dataset).

The geometry in XYZ format:
```
19
Properties=species:S:1:pos:R:3:nbo_charge:R:1
N -1.96095 -0.69620 0.79067 -0.850
C -2.08316 0.09736 -0.36443 0.002
N -0.53930 0.52894 -0.68868 -0.124
C -0.12699 1.76207 -0.98257 0.047
C 1.30589 1.91070 -0.68150 -0.298
C 1.61741 0.67297 -0.14219 0.338
N 0.47325 -0.12961 -0.12679 -0.148
C 0.73012 -1.36533 0.39958 -0.311
C 2.17279 -1.16709 0.74688 0.170
N 2.64078 -0.02302 0.42063 -0.381
H -1.90335 -0.25431 1.68527 0.403
H -2.37171 -1.59542 0.73595 0.408
H -2.34600 -0.53280 -1.24430 0.236
H -2.51181 1.04970 -0.25447 0.214
H -0.71922 2.55035 -1.39493 0.251
H 1.80818 2.83248 -0.88991 0.276
H 0.11039 -1.57110 1.21530 0.269
H 0.82237 -2.06832 -0.33429 0.253
H 2.88132 -2.00137 1.10976 0.245
```

Values from the calculation:
Charge   +1
Orbital gap   10.03 eV
SMILES string   NC[n+]1ccc2n1CC=N2
HOMO level   -13.7760 eV

Which is the most stable structure? B is the most stable.

--- A ---
# C6H9NOSi

The molecule C6H9NOSi (ωB97M-V/def2-TZVPD, the OMol25 dataset).

The geometry in XYZ format:
```
18
Properties=species:S:1:pos:R:3:nbo_charge:R:1
H -2.35401 -1.75392 2.95058 0.340
N -1.70037 -1.15319 2.45778 -0.586
C -1.55597 -1.46901 1.28267 0.091
C -0.72306 -0.57871 0.42917 -0.352
C -0.83148 -0.09999 -0.84057 -0.430
C -1.66496 -0.01416 -2.02875 0.389
O -2.62668 0.62572 -2.32721 -0.516
Si 0.89009 0.42460 -0.05896 1.472
C 0.68803 2.25923 0.30810 -1.112
C 2.54981 -0.60026 -0.24863 -1.051
H -1.93792 -2.43684 0.78181 0.157
H -1.35057 -0.80674 -2.77580 0.096
H 0.90170 2.71127 -0.68063 0.241
H -0.36632 2.47160 0.57951 0.272
H 1.46869 2.70482 1.04237 0.247
H 2.72152 -1.19510 0.62577 0.251
H 2.48819 -1.16087 -1.17468 0.251
H 3.40331 0.07154 -0.32254 0.240
```

Values from the calculation:
Orbital gap   9.03 eV
SMILES string   [H]/N=C/C1=C(C=O)[Si]1(C)C
HOMO level   -8.5694 eV

--- B ---
# C6H9NOSi

A structure of composition C6H9NOSi (ωB97M-V/def2-TZVPD, the OMol25 dataset).

The geometry in XYZ format:
```
18
Properties=species:S:1:pos:R:3:nbo_charge:R:1
C -2.64023 -0.39793 -0.13951 -0.259
C -2.33062 0.90154 -0.10174 -0.108
C -1.61291 -1.40025 -0.05112 -0.137
C -0.92861 1.37788 0.03878 -0.532
C -0.30942 -1.07579 0.03317 -0.248
C 0.12674 0.29915 0.03092 0.318
N 1.37280 0.55849 0.02570 -0.684
O 4.76291 0.37685 -0.03864 -1.208
Si 3.55507 -0.53051 0.06733 1.614
H -3.66407 -0.72335 -0.23958 0.222
H -3.09364 1.66383 -0.16273 0.215
H -1.91975 -2.43570 -0.06118 0.221
H -0.70342 2.10320 -0.75248 0.254
H 0.46409 -1.82499 0.08034 0.230
H 1.62916 1.53943 0.01619 0.369
H 3.04067 -1.28959 -1.06389 -0.263
H -0.83873 1.93382 0.98162 0.259
H 3.08997 -1.07607 1.33681 -0.262
```

Values from the calculation:
Orbital gap   8.56 eV
HOMO level   -9.2587 eV

Which is the most stable structure? B is the most stable.